[1]
Here is a molecular structure, C43H42BClInN5O3S3 from OMol25. Energies are from ωB97M-V/def2-TZVPD.

```
99
Properties=species:S:1:pos:R:3:forces:R:3:mulliken_charge:R:1
In 1.125841 -1.128462 1.117279 0.245 -0.173 -0.718 2.212
C 2.460141 -3.857962 -0.513821 -0.002 -0.596 0.042 -1.990
N 1.755141 -2.628162 -0.670821 -0.302 0.604 0.096 0.432
C 1.094741 -2.409462 -1.743221 0.322 -0.586 -0.227 -0.300
C 0.311941 -1.257762 -1.935121 -0.465 0.636 -0.416 0.355
C -0.425359 -0.877862 -3.066921 0.214 -0.392 -0.123 -1.413
C -1.055659 0.308938 -2.730521 -0.260 0.267 -0.197 -1.170
C -0.679359 0.592338 -1.413821 -0.110 0.289 -0.054 -0.933
N 0.145941 -0.336762 -0.942721 0.373 -0.347 0.496 1.067
C 3.961041 -3.723462 -0.545321 0.126 -0.057 -0.115 0.788
C 4.741341 -4.871162 -0.439121 -0.114 0.040 0.015 -0.510
C 6.121341 -4.798462 -0.466521 0.137 -0.136 0.058 -0.528
C 6.745941 -3.567662 -0.581721 0.143 0.025 -0.028 -0.375
C 5.975841 -2.421562 -0.692321 0.142 0.047 -0.040 -0.805
C 4.594541 -2.496662 -0.682321 -0.104 0.030 -0.047 0.157
H 2.159941 -4.586162 -1.292921 0.046 0.152 0.157 0.663
H 2.172941 -4.262462 0.463479 0.040 -0.116 -0.162 0.221
H 1.103941 -3.147262 -2.563621 0.046 0.109 0.160 0.267
H -0.466859 -1.412462 -4.002021 -0.040 -0.075 -0.106 0.456
H -1.711159 0.904938 -3.344921 -0.076 0.045 -0.047 0.560
H -0.991259 1.432238 -0.818621 -0.036 0.104 0.137 0.623
H 4.258441 -5.832662 -0.321221 -0.081 -0.091 -0.012 0.358
H 6.712641 -5.703562 -0.389321 0.002 -0.009 0.033 0.351
H 7.827141 -3.505362 -0.575621 0.026 0.022 -0.033 0.363
H 6.456141 -1.456962 -0.781321 0.012 0.081 0.022 0.389
H 4.000041 -1.596962 -0.744621 -0.038 0.056 0.012 0.353
S 2.646341 1.017138 0.729279 0.151 -0.418 0.285 -0.381
C 1.832741 2.434438 0.172479 0.510 -0.212 0.199 0.992
N 2.511841 3.197038 -0.759821 -0.384 -0.119 0.128 0.045
C 1.976341 4.503238 -1.012621 -0.316 0.308 -0.028 -1.117
C 0.453241 4.378638 -1.214921 0.236 0.011 -0.238 -0.692
N -0.121159 3.882138 -0.003221 -0.157 0.132 -0.122 0.898
C -1.100359 4.687138 0.684779 -0.008 -0.035 -0.101 -1.853
C -2.488659 4.265838 0.258479 -0.088 0.161 0.150 0.826
C -3.030759 4.699338 -0.946021 0.040 0.067 0.001 -0.259
C -4.260959 4.235838 -1.379321 -0.033 0.075 -0.124 -0.735
C -4.974359 3.339638 -0.602121 -0.125 -0.062 -0.044 -0.430
C -4.453859 2.921938 0.610579 -0.110 -0.081 0.045 -0.779
C -3.218059 3.375038 1.035879 0.006 0.097 -0.023 -0.186
C 0.647341 2.917038 0.694079 -0.332 0.013 0.742 -1.181
S 0.089441 2.378638 2.212579 0.434 0.015 -0.105 -0.221
C 3.462941 2.625538 -1.688221 0.226 -0.097 0.105 -0.407
C 2.984641 2.798138 -3.098421 0.042 0.106 -0.253 -0.061
C 3.580241 3.712938 -3.960121 0.057 -0.135 0.145 -0.491
C 3.036441 3.968438 -5.206221 0.010 0.083 -0.209 -0.517
C 1.887941 3.307038 -5.607821 0.007 0.075 -0.110 -0.534
C 1.305641 2.370138 -4.768021 -0.090 -0.055 -0.105 -0.500
C 1.849841 2.115138 -3.524421 0.164 -0.022 0.053 0.085
H 2.458441 4.950738 -1.883021 -0.006 -0.058 0.052 0.441
H 2.146541 5.149138 -0.138321 0.032 0.009 -0.091 0.411
H 0.272541 3.687138 -2.049621 0.032 0.111 -0.029 0.087
H 0.006441 5.345038 -1.468421 0.032 -0.042 0.028 0.538
H -0.939059 5.749838 0.452479 -0.008 -0.033 0.041 0.610
H -0.981359 4.528138 1.759879 -0.110 0.220 -0.174 0.664
H -2.479359 5.399738 -1.560121 0.072 0.054 -0.040 0.308
H -4.663859 4.574038 -2.326321 0.006 -0.004 -0.025 0.373
H -5.924959 2.957638 -0.949521 -0.070 0.004 0.014 0.376
H -5.009459 2.230338 1.227979 -0.018 -0.103 0.025 0.388
H -2.797959 3.010338 1.959479 0.041 -0.004 0.123 0.465
H 3.542241 1.568538 -1.414621 0.133 0.188 -0.130 -0.108
H 4.445041 3.098338 -1.549721 -0.024 -0.091 -0.085 0.311
H 4.475641 4.233238 -3.644921 0.058 0.072 0.068 0.367
H 3.504241 4.692338 -5.861721 0.013 0.032 -0.029 0.364
H 1.447641 3.527738 -6.571121 -0.020 -0.032 -0.068 0.370
H 0.418441 1.836638 -5.076421 -0.092 -0.063 0.010 0.457
H 1.385741 1.393738 -2.869521 -0.146 -0.145 0.136 0.587
Cl -1.233959 0.763138 1.868579 -0.353 0.267 -0.035 -0.123
C 4.072041 -3.294862 3.357179 -0.271 0.315 -0.115 -1.549
C 2.946341 -2.770562 2.455079 1.067 -1.259 1.078 0.867
O 3.222141 -1.759462 1.773079 -0.333 1.271 -0.772 -0.670
O 1.876641 -3.381962 2.418179 -0.660 -0.173 -0.022 -0.654
H 4.779741 -2.492262 3.542979 0.130 -0.012 0.028 0.301
H 4.581041 -4.120362 2.859779 0.011 -0.056 -0.063 0.251
H 3.652341 -3.644162 4.296279 -0.041 -0.086 0.047 0.385
C -7.906659 -2.504362 0.634079 -0.055 0.023 -0.298 -0.886
C -8.562359 -3.313362 1.714979 0.203 0.008 -0.084 0.642
O -9.742759 -3.563062 1.746979 -0.108 0.019 -0.017 -0.593
S -7.542959 -3.898362 3.040279 0.340 -0.106 0.217 -0.171
C -5.865859 -3.445962 2.603779 -0.606 -0.152 0.299 -0.438
C -5.440659 -2.130062 2.750479 -0.065 -0.127 0.056 -0.242
C -4.150859 -1.783762 2.415979 0.047 -0.040 -0.033 -0.388
C -3.255059 -2.756562 1.946179 -0.337 -0.050 0.102 0.473
C -3.694259 -4.083562 1.840679 0.122 0.034 -0.010 -0.734
C -4.987059 -4.430262 2.167779 -0.181 0.102 0.029 -0.238
C -1.937459 -2.406662 1.597779 0.310 -0.243 -0.268 0.235
C -0.795459 -2.149562 1.279479 0.209 0.041 0.097 -1.644
H -8.370459 -2.748962 -0.321021 -0.064 0.003 0.038 0.330
H -6.833359 -2.666962 0.586679 -0.091 0.071 -0.087 0.331
H -8.094859 -1.448862 0.840179 0.057 0.008 0.008 0.222
H -6.136659 -1.390162 3.121179 -0.008 0.078 0.026 0.437
H -3.811459 -0.763262 2.518479 0.080 0.048 -0.011 0.519
H -2.995459 -4.833362 1.499779 0.058 -0.014 -0.020 0.470
H -5.324559 -5.455362 2.091079 -0.014 -0.022 -0.040 0.408
B 1.245441 -0.250562 5.916779 0.008 0.052 0.307 0.636
C 1.118241 -0.453262 4.378279 -0.071 -0.141 -0.909 -0.162
N 1.036241 -0.619662 3.237479 0.169 0.166 1.074 -0.544
H 2.007241 0.668938 6.105879 0.114 0.123 0.058 -0.183
H 0.147741 -0.009662 6.362379 -0.162 0.043 0.068 -0.205
H 1.677841 -1.285162 6.367779 0.087 -0.141 0.129 -0.190
```
Positions in Å, forces in eV/Å.

Computed properties:
- HOMO-LUMO gap: 5.81 eV
- Multiplicity: 1
- Relative energy (zero: lowest compared OMol25 entry of this formula, charge and spin): 55.5 kcal per mole
- Total charge: -2

[2]
Here is 6 unconnected molecules or ions with the total composition C43H42F5N2O2 from OMol25. Energies are from ωB97M-V/def2-TZVPD.

```
94
Properties=species:S:1:pos:R:3:forces:R:3:mulliken_charge:R:1
O 7.262456 0.960006 -0.683074 -7.935 -2.094 -4.588 -0.521
C 6.113757 0.683047 -1.339067 5.236 1.297 2.120 0.447
O 6.133713 0.565232 -2.834068 -2.387 0.938 3.871 -0.454
C 4.641542 0.509498 -0.565386 0.194 0.884 -0.866 -0.143
C 3.912086 -0.922047 -0.892988 1.118 -0.389 -0.361 -0.356
C 2.725717 -1.354354 0.152505 -0.286 -0.814 0.252 -0.512
C 1.205390 -1.329705 -0.531878 -1.273 0.078 -0.950 1.462
C 0.583190 0.200840 -0.702367 -2.663 3.252 -0.565 0.055
C -0.704410 0.448366 -1.742634 2.548 4.410 3.595 0.243
C -1.188848 2.036213 -1.708014 1.394 -1.118 0.719 -0.412
C -0.507353 3.232387 -0.842156 1.252 -4.424 0.273 -0.330
N 0.643950 2.940586 0.058591 -2.634 -4.074 -3.238 -0.429
C 1.095126 1.521256 0.101904 -1.088 -0.699 -1.015 -0.374
C 0.166758 -2.380715 0.252095 -1.913 -1.455 -1.544 -0.506
N -0.603501 -3.213434 -0.568293 2.627 3.386 1.846 -0.063
C -0.303459 -3.012855 -2.039563 1.645 -0.726 -1.476 -0.476
C 1.032958 -2.035445 -2.026695 1.139 -1.328 -0.583 -0.963
H 5.173838 0.795071 -3.098954 2.132 -0.645 0.438 0.353
H 3.969128 1.392479 -1.003465 1.358 -1.839 1.008 0.349
H 4.805743 0.728674 0.573329 -0.144 -0.629 -2.284 -0.213
H 3.575606 -0.884563 -2.026694 0.370 -0.181 2.439 0.231
H 4.732121 -1.786505 -0.841239 -1.744 1.982 -0.084 0.279
H 2.752742 -0.719276 1.160409 -0.175 -1.234 -2.342 0.028
H 2.941955 -2.476359 0.496210 -0.531 2.388 -0.821 0.444
H -1.196546 -0.393288 -2.388678 1.003 2.086 1.309 -0.102
H -2.120057 2.328870 -2.387490 2.254 -0.734 1.588 0.295
H -0.927108 4.341873 -0.886742 1.106 -2.873 0.128 0.434
H 1.995765 1.307649 0.859418 -2.219 0.835 -1.844 0.107
H 0.007471 -2.506206 1.405951 0.400 0.382 -2.319 0.408
H -1.312475 -3.901120 -0.195538 1.144 1.125 -0.486 0.306
H -1.183130 -2.725488 -2.773949 1.489 -0.212 2.144 0.258
H 0.110988 -4.020187 -2.469363 -1.114 1.675 0.974 0.342
H 1.934385 -2.795248 -2.194782 -1.794 1.652 0.581 0.409
H 1.082818 -1.346917 -2.975755 -0.358 -1.000 2.258 0.356
F -2.408395 -0.151101 -4.515997 0.621 -0.112 -0.080 -0.317
C -3.704180 -0.050435 -4.191310 -1.501 0.150 0.284 0.310
C -4.118786 -0.406343 -2.912606 0.079 -0.003 -0.111 0.065
C -5.467085 -0.296814 -2.572494 -0.018 0.128 -0.448 -0.777
C -6.388326 0.157550 -3.519409 -0.028 -0.026 -0.016 -0.143
C -5.963112 0.507556 -4.801836 0.305 -0.163 0.369 -0.558
C -4.613226 0.408522 -5.138046 0.135 0.005 -0.045 -0.516
H -3.390201 -0.765126 -2.192959 -0.071 0.055 -0.012 0.329
H -5.800185 -0.565158 -1.573002 0.068 0.047 -0.176 0.365
H -7.440533 0.238582 -3.255087 0.527 -0.044 -0.184 0.515
H -6.682574 0.857026 -5.538415 0.175 -0.056 0.127 0.382
H -4.264086 0.684826 -6.127432 0.015 -0.052 0.099 0.447
F -1.271938 5.741677 -2.246303 -0.467 0.110 0.289 -0.350
C -0.412865 5.973815 -3.247661 1.039 0.295 -1.212 0.331
C -0.893032 6.093616 -4.547177 -0.092 -0.044 0.094 -0.481
C 0.000498 6.340434 -5.589418 0.278 -0.044 0.385 -0.393
C 1.366938 6.453935 -5.321579 -0.067 -0.021 0.016 -0.433
C 1.839680 6.327103 -4.014537 -0.373 -0.028 -0.197 -0.460
C 0.944724 6.091451 -2.971198 -0.106 -0.063 0.113 -0.173
H -1.956725 5.994190 -4.737242 0.090 0.034 0.055 0.411
H -0.365719 6.443478 -6.607856 0.031 -0.028 0.214 0.361
H 2.063998 6.642002 -6.135403 -0.139 -0.028 0.171 0.369
H 2.904070 6.411729 -3.809072 -0.219 0.004 0.004 0.365
H 1.293980 5.999080 -1.948156 -0.047 0.006 -0.065 0.440
F -8.922531 0.428455 -2.023098 0.141 0.288 0.215 -0.356
C -10.072570 -0.255181 -1.954772 -1.321 -0.759 0.091 0.386
C -11.156900 0.151214 -2.724658 0.107 0.044 -0.018 -0.309
C -12.352923 -0.563368 -2.657702 0.288 -0.229 0.307 -0.398
C -12.454676 -1.671039 -1.812427 0.033 0.056 -0.033 -0.470
C -11.362249 -2.068041 -1.039820 -0.070 0.299 -0.287 -0.412
C -10.163078 -1.360010 -1.115440 0.098 0.081 -0.031 -0.338
H -11.061890 1.018995 -3.369159 0.023 -0.079 0.072 0.405
H -13.204072 -0.258429 -3.261445 0.187 -0.020 0.114 0.356
H -13.389119 -2.225417 -1.757164 0.194 0.113 -0.006 0.361
H -11.445099 -2.927997 -0.379582 0.052 0.168 -0.128 0.348
H -9.301282 -1.660119 -0.528611 -0.067 0.067 -0.044 0.379
F 3.657618 1.902506 2.585564 -0.317 0.262 -0.435 -0.322
C 4.328986 1.155307 3.471890 0.796 -0.788 1.011 0.154
C 5.693819 1.358704 3.643685 -0.049 0.092 -0.117 -0.304
C 6.392261 0.584450 4.570125 -0.448 -0.190 0.030 -0.523
C 5.719353 -0.393054 5.307322 -0.004 0.078 -0.077 -0.129
C 4.350289 -0.593064 5.124045 0.166 0.188 -0.138 -0.448
C 3.650116 0.188888 4.205707 0.033 0.052 -0.164 -0.360
H 6.201246 2.116869 3.056184 -0.073 -0.052 0.046 0.437
H 7.457967 0.740982 4.717492 -0.209 0.003 -0.077 0.386
H 6.265381 -0.999755 6.026584 -0.163 0.140 -0.154 0.202
H 3.829511 -1.357251 5.695983 0.115 0.312 -0.192 0.437
H 2.584030 0.052875 4.057081 0.041 0.066 0.030 0.485
F 4.557618 -3.051153 6.741662 -0.191 0.094 -0.215 -0.209
C 5.228986 -3.798352 7.627988 0.719 -0.831 0.981 0.571
C 6.593819 -3.594954 7.799783 -0.085 0.053 -0.058 -0.210
C 7.292261 -4.369209 8.726222 -0.433 -0.166 0.025 -0.539
C 6.619353 -5.346712 9.463419 0.014 0.057 -0.052 -0.479
C 5.250289 -5.546723 9.280142 0.287 0.264 -0.166 -0.419
C 4.550116 -4.764771 8.361804 -0.035 0.069 -0.096 -0.471
H 7.101246 -2.836789 7.212282 -0.055 -0.081 0.060 0.291
H 8.357967 -4.212677 8.873590 -0.208 -0.008 -0.064 0.353
H 7.165381 -5.953414 10.182681 -0.116 0.125 -0.147 0.360
H 4.729511 -6.310909 9.852080 0.069 0.172 -0.118 0.350
H 3.484030 -4.900783 8.213178 0.100 0.033 -0.014 0.392
```
Positions in Å, forces in eV/Å.

Computed properties:
- HOMO-LUMO gap: 5.98 eV
- Multiplicity: 1
- Total charge: +1

For each record above, in turn, the calculated LUMO values are 3.82 -4.81 eV.
For each record above, in turn, the calculated molecular weight values are 934.12 713.81 g/mol.
For each record above, in turn, the calculated HOMO values are -1.999 -10.783 eV.